Entry from the OMol25 dataset: a structure of composition C2H4N2S2 in a non-equilibrium geometry (ωB97M-V/def2-TZVPD).

Its HOMO energy is -8.799 eV. The LUMO energy is -1.09 eV. As for the largest force on an atom: 0.1431 hartree/bohr. The net charge is 0. As for the spin multiplicity: 1.

Each line ends with the Mulliken charge.
Atoms and positions in Å:
C  0.5052  0.0387  -0.1137  0.46
C  -1.0753  0.0701  -0.1756  0.38
H  2.1631  1.0703  0.5855  0.35
H  0.4006  2.2119  -0.1972  0.26
H  0.6109  -1.9733  -0.6203  0.29
H  -0.9063  -1.8163  0.7230  0.15
N  1.0343  1.3216  0.1246  -0.52
N  1.0686  -1.2005  -0.2412  -0.79
S  -1.9096  -1.2478  0.0316  -0.24
S  -1.8915  1.5253  -0.1168  -0.34